Entry 1:
C4H11NO | wB97M-V/def2-TZVPD

Computed properties:
**LUMO**: 0.0313 hartree
**Largest force on an atom**: 1.20 eV Å⁻¹
**Energy**: -288.9480 Eh
**SMILES**: C=CO.CNC
**Total charge**: 0
**Relative energy (zero: lowest compared OMol25 entry of this formula, charge and spin)**: 181.3 kJ/mol
**2S+1**: 1

Geometry as XYZ:
```
17
Properties=species:S:1:pos:R:3:nbo_charge:R:1
C 2.618 -1.846 -0.038 -0.541
C 1.445 -1.271 -0.278 0.158
O 0.660 -0.810 0.702 -0.732
H 3.319 -2.045 -0.820 0.203
H 2.899 -1.967 0.999 0.202
H 0.980 -1.211 -1.262 0.145
H 0.002 -0.146 0.356 0.498
C -2.240 0.215 -0.053 -0.417
N -1.039 0.965 -0.425 -0.653
C -0.818 2.292 0.141 -0.414
H -2.139 -0.757 -0.528 0.208
H -2.264 0.062 1.023 0.206
H -3.141 0.692 -0.447 0.179
H -0.841 0.984 -1.414 0.372
H -1.105 2.286 1.186 0.202
H -1.306 3.106 -0.398 0.178
H 0.250 2.515 0.072 0.205
```

=====

Entry 2:
C4H11NO | wB97M-V/def2-TZVPD

Computed properties:
**LUMO**: 0.0301 hartree
**Largest force on an atom**: 3.39 eV Å⁻¹
**Energy**: -288.9756 Eh
**SMILES**: CC(N)=O.CC
**Total charge**: 0
**Relative energy (zero: lowest compared OMol25 entry of this formula, charge and spin)**: 108.9 kJ/mol
**2S+1**: 1

Geometry as XYZ:
```
17
Properties=species:S:1:pos:R:3:nbo_charge:R:1
C -0.290 2.693 -1.260 -0.761
C -0.623 1.578 -0.328 0.659
N -0.961 0.438 -0.974 -0.818
O -0.466 1.619 0.881 -0.603
H 0.780 2.636 -1.635 0.248
H 0.100 3.621 -0.825 0.255
H -0.935 2.944 -2.111 0.232
H -0.959 -0.514 -0.657 0.410
H -0.938 0.488 -1.981 0.379
C 1.048 -2.081 0.544 -0.622
C 0.062 -1.920 1.696 -0.626
H 1.957 -1.512 0.731 0.220
H 1.095 -3.094 0.153 0.209
H 0.734 -1.429 -0.282 0.188
H -0.984 -1.749 1.458 0.198
H 0.362 -0.971 2.177 0.225
H 0.018 -2.748 2.413 0.206
```

=====

Entry 3:
C4H11NO | wB97M-V/def2-TZVPD

Computed properties:
**LUMO**: -0.1513 hartree
**Largest force on an atom**: 4.59 eV Å⁻¹
**Energy**: -288.6708 Eh
**Total charge**: 0
**Relative energy (zero: lowest compared OMol25 entry of this formula, charge and spin)**: 909.0 kJ/mol
**2S+1**: 1

Geometry as XYZ:
```
17
Properties=species:S:1:pos:R:3:nbo_charge:R:1
C -1.674 0.490 -1.516 -0.577
O 2.597 -0.572 -0.249 -0.910
C -1.115 0.070 -0.122 -0.131
C 0.334 -0.192 -0.147 -0.419
C 0.729 -0.775 1.241 -0.578
N -1.216 1.178 0.837 -0.231
H -2.778 0.412 -1.477 0.214
H -1.316 1.519 -1.688 0.227
H -1.417 -0.044 -2.486 0.245
H -1.886 -0.714 0.198 0.210
H 0.974 0.676 -0.245 0.277
H 0.608 -0.930 -0.878 0.266
H 1.765 -0.803 1.314 0.281
H 0.324 -0.296 2.116 0.182
H 0.298 -1.735 1.484 0.197
H -2.011 1.107 1.427 0.315
H 3.536 -0.425 -0.365 0.431
```